ORCA calculation (ωB97M-V with the def2-TZVPD basis set) on 2 unconnected molecules or ions with the total composition C4H7O5.

The geometry in XYZ format:
```
16
Properties=species:S:1:pos:R:3
O -1.29010 2.39599 -1.35267
C -0.81769 1.39071 -0.89527
O 0.14631 0.72463 -1.60860
C -0.97107 0.66149 0.41305
C 0.45348 0.27334 1.05978
C 0.22969 -0.80835 2.13260
O 0.54779 -1.95531 1.72040
O -0.42313 -0.58446 3.18431
H 0.27711 0.93250 -2.54537
H -1.58990 1.12795 1.16330
H -1.35958 -0.37184 0.29997
H 1.03123 -0.24524 0.31977
H 0.83011 1.22365 1.41250
H 0.82136 -0.84012 -2.00064
H 1.01403 -2.15174 -1.20474
O 1.10038 -1.77321 -2.09840
```

## Properties
net charge	-1
HOMO level	-4.34	eV
E_LUMO	3.07	eV
HOMO-LUMO gap	0.272	hartree
relative energy (zero: lowest compared OMol25 entry of this formula, charge and spin)	1.9	kcal/mol

Atom charges from the natural (NBO) analysis, given in e for atoms 1 to 6: -0.60 0.81 -0.75 -0.54 -0.48 0.73

***

ORCA calculation (ωB97M-V with the def2-TZVPD basis set) on a molecular structure, C31H41IrN6O4.

The geometry in XYZ format:
```
83
Properties=species:S:1:pos:R:3
Ir -0.88519 -0.92760 0.52988
C -0.03057 -0.11428 3.36217
N -1.22745 -0.60039 2.63148
C -2.33909 0.36799 2.82389
C -1.62983 -1.93241 3.12955
C -2.56892 -2.52764 2.14553
C -3.62886 -3.35260 2.47591
C -4.38128 -3.94532 1.46773
C -4.06536 -3.72085 0.13152
C -3.02037 -2.87776 -0.21415
C -2.28734 -2.25730 0.80404
H -0.24985 -0.08560 4.43075
H 0.21072 0.89174 3.02017
H 0.80991 -0.77208 3.18674
H -2.53736 0.44651 3.89400
H -3.23300 0.01749 2.31416
H -2.06069 1.33966 2.44041
H -2.05504 -1.86728 4.13340
H -0.72286 -2.53739 3.19970
H -3.85943 -3.54659 3.51652
H -5.20502 -4.59772 1.72577
H -4.63720 -4.20733 -0.64820
H -2.77998 -2.74012 -1.25116
C -2.25314 -1.13928 -5.10386
N -1.50146 -1.15317 -3.84901
C -0.08854 -1.46833 -3.75139
C 0.14764 -1.33521 -2.26565
O 1.21451 -1.43888 -1.69148
N -1.05606 -1.05482 -1.64467
C -1.98981 -0.94647 -2.63692
N -3.25573 -0.64567 -2.38888
H -1.56762 -0.90750 -5.91432
H -3.01533 -0.36221 -5.08040
H -2.71670 -2.10630 -5.29724
H 0.52465 -0.77399 -4.32718
H 0.13488 -2.48231 -4.09205
H -3.54120 -0.44379 -1.44501
H -3.94143 -0.57680 -3.12282
C 2.09193 4.31909 2.52239
O 2.07640 3.59760 1.28247
C 3.06269 3.85727 0.39304
C 4.00172 4.87357 0.53168
C 5.00976 5.02902 -0.40642
C 5.11227 4.16936 -1.49422
C 4.18656 3.15854 -1.63822
C 3.15365 3.01447 -0.71600
N 2.28935 1.88200 -0.87230
C 1.02897 1.68273 -0.59462
C -0.04526 2.59338 -0.42369
C 0.08253 3.97534 -0.71620
C -0.99950 4.81046 -0.69931
C -2.25211 4.29323 -0.35409
C -2.41128 2.95544 -0.05204
C -1.32256 2.09205 -0.07925
O -1.59633 0.81656 0.28130
H 1.21397 3.98764 3.06770
H 2.02081 5.39286 2.35544
H 2.99441 4.08893 3.08890
H 3.95307 5.54300 1.37798
H 5.73179 5.82433 -0.27880
H 5.90248 4.29196 -2.22097
H 4.24468 2.48046 -2.48349
H 2.76060 1.07654 -1.26721
H 0.78449 0.62635 -0.61353
H 1.04866 4.36488 -1.00400
H -0.88989 5.85695 -0.94607
H -3.11288 4.94915 -0.32289
H -3.37931 2.55375 0.21772
C 0.19583 -4.33583 0.41955
N 1.52524 -3.72172 0.33161
C 2.63668 -4.56774 -0.14804
C 1.72702 -2.48991 0.68624
C 3.08508 -1.88169 0.61816
O 0.78217 -1.73535 1.19906
H 0.29557 -5.40635 0.27930
H -0.45915 -3.93201 -0.35092
H -0.24655 -4.14724 1.39449
H 2.21916 -5.42317 -0.66711
H 3.23383 -4.91860 0.69287
H 3.27190 -4.01885 -0.83651
H 3.77424 -2.39934 1.28859
H 3.02767 -0.83746 0.91295
H 3.47904 -1.96008 -0.39445
```

## Properties
net charge	+3
HOMO level (spin up / spin down)	-15.57 / -15.57	eV
E_LUMO (spin up / spin down)	-9.10 / -10.22	eV
HOMO-LUMO gap (spin up / spin down)	0.238 / 0.197	hartree
spin multiplicity	2

Atom charges from the Mulliken analysis, given in e for atoms 1 to 6: 3.20 -1.16 -0.11 -0.88 -1.25 1.26

***

ORCA calculation (ωB97M-V with the def2-TZVPD basis set) on 2 unconnected molecules or ions with the total composition C37H35N2.

The geometry in XYZ format:
```
74
Properties=species:S:1:pos:R:3
C -6.92042 -2.04108 0.18137
C -6.40029 -1.13037 -0.73709
C -5.07141 -0.73429 -0.64707
C -4.29778 -1.12716 0.46314
C -2.97354 -0.53724 0.66693
C -2.28714 -0.23149 -0.46493
C -1.29145 0.84165 -0.60672
C -1.43025 1.80784 -1.78367
C -0.54011 2.89526 -1.85490
C -0.51685 3.72999 -2.97174
C -1.39804 3.48216 -4.03631
C -2.22409 2.34561 -4.01987
C -2.20233 1.49255 -2.90968
C -2.51862 -0.22834 2.02802
C -1.15711 -0.23156 2.36338
C -0.73794 0.16135 3.63293
C -1.69538 0.64317 4.54124
C -3.05584 0.69141 4.21137
C -3.46196 0.21425 2.96923
C -4.78525 -2.12353 1.32929
C -6.09638 -2.58641 1.17008
H -7.96074 -2.33523 0.08713
H -7.01288 -0.70098 -1.52291
H -4.60673 -0.05282 -1.37202
H -2.46808 -0.85956 -1.35089
H -1.09747 1.36539 0.34166
H 0.16981 3.05495 -1.03350
H 0.20174 4.54541 -3.02882
H -1.33978 4.09990 -4.94279
H -2.81261 2.08218 -4.89486
H -2.73865 0.53551 -2.94637
H -0.45070 -0.59736 1.61351
H 0.32682 0.15205 3.89435
H -1.35613 1.02758 5.50857
H -3.79743 1.07843 4.91704
H -4.50812 0.26567 2.66764
H -4.13095 -2.54828 2.09463
H -6.49539 -3.32809 1.85534
C 2.49460 1.49347 1.55059
N 2.34136 0.08170 1.24032
C 2.38204 -0.46155 -0.00169
H -0.42740 0.28785 -0.86204
C 3.12432 0.11369 -1.14551
C 4.49243 -0.27018 -1.11155
C 5.39402 0.32478 -1.97310
C 4.97249 1.24821 -2.91966
C 6.05713 1.84703 -3.75586
C 3.61546 1.56348 -3.02998
C 2.66705 0.97898 -2.17281
N 1.75423 -1.66739 0.06722
C 1.28286 -2.41305 -1.08689
C 1.68523 -2.06479 1.42056
C 2.05202 -0.93240 2.17467
C 2.63543 -1.05183 3.42767
C 2.87059 -2.35544 3.87938
C 2.51985 -3.48534 3.11364
C 1.90587 -3.36223 1.85936
H 1.88267 1.72895 2.44031
H 3.54869 1.76324 1.72786
H 2.15482 2.08767 0.69833
H 4.83680 -1.00964 -0.36748
H 6.46498 0.09271 -1.91506
H 5.70370 2.59489 -4.46259
H 6.82196 2.31352 -3.11735
H 6.58781 1.06626 -4.31920
H 3.30817 2.28900 -3.78030
H 1.59593 1.19671 -2.27792
H 0.49667 -3.10985 -0.75683
H 0.87271 -1.70868 -1.82790
H 2.09520 -2.97309 -1.57025
H 2.99446 -0.15291 3.94122
H 3.41101 -2.48092 4.82525
H 2.81170 -4.46786 3.46624
H 1.73267 -4.22355 1.20862
```

## Properties
net charge	+1
HOMO level	-10.06	eV
E_LUMO	-2.82	eV
HOMO-LUMO gap	0.266	hartree
relative energy (zero: lowest compared OMol25 entry of this formula, charge and spin)	0.0	kcal/mol

Atom charges from the Mulliken analysis, given in e for atoms 1 to 6: -0.46 -0.63 -0.45 -0.31 0.31 -1.01

***

The highest net charge belongs to which entry?
C31H41IrN6O4

***

Number 1 is which compound?
C4H7O5

***

Which of these has the highest net charge?
C31H41IrN6O4